1.
C43H47GeInN4O4S | ωB97M-V/def2-TZVPD

CARTESIAN COORDINATES (ANGSTROEM)
C 2.14471 -5.35094 0.31571
C -6.89604 -1.56525 -0.49621
H 5.57944 2.42514 0.47209
N -3.46150 2.25129 3.21239
H -1.52325 -1.30184 4.24513
H 0.67192 4.34335 1.69008
C 0.77662 -1.51704 -1.19510
H 5.25121 -0.29049 -1.40855
H 0.76658 5.36578 -2.17276
H -6.84116 0.53498 -0.05529
C 1.12644 -3.19840 0.66773
H -1.87290 -5.44136 -3.29026
H -0.40391 -4.92687 -4.15805
H 2.67924 -5.79783 -1.71374
C 4.68942 2.44176 1.08664
H 0.72987 -2.43340 1.32219
C 1.59106 -4.40678 1.16809
H 0.47342 8.08172 -0.01677
C -2.53235 -1.24975 -0.29350
C -1.70807 -1.90157 3.36111
H -4.34341 0.61502 0.02631
C -6.25825 -0.36418 -0.22131
H -7.97841 -1.61570 -0.54407
H -1.87845 -3.15308 -5.30200
H 4.05971 6.60515 1.35166
H -2.55440 -1.18612 -2.36377
N 2.51088 3.43403 1.50306
H 3.79820 4.04378 -0.01233
N -0.04607 2.65595 2.71288
H 1.53091 -4.61020 2.23109
C 4.53242 1.54821 2.14065
C 3.33516 1.60427 2.83605
C 1.10665 1.93061 4.73477
In -0.43325 1.39046 0.01360
H 2.52511 -6.28956 0.70437
C -1.74889 -3.28636 3.45494
C -4.74436 -2.64545 -0.64690
O -2.26893 0.07671 -0.23266
N -1.18639 2.28089 3.28884
C 0.52742 7.23310 0.66846
C -6.13042 -2.70195 -0.70973
C 1.18632 -2.91804 -0.69097
C 1.99143 -1.02904 -2.03867
C 1.76810 -3.86213 -1.53686
C -2.14117 -2.02056 0.98272
H 0.77356 7.60667 1.66335
H -0.45549 6.76320 0.72615
C 1.94489 -0.59540 -3.35888
H -4.23037 2.63132 2.68648
H -1.96089 -5.11849 2.36121
C -2.14221 -3.41211 1.08115
H 2.02436 2.23540 5.23850
C 3.70323 3.34303 0.80332
H 1.86783 -3.63867 -2.59146
H 5.12594 0.52925 -3.74412
C -1.00496 -4.78100 -3.25992
H 1.00411 0.84250 4.80017
C 3.65742 6.82597 0.36177
C -1.90541 -1.28135 2.13759
C 3.20030 -0.89981 -1.34994
H -3.36503 1.24825 3.11626
H 3.14793 0.87616 3.61329
C 2.23224 -5.07220 -1.04173
H -1.61406 -3.77718 4.41272
H 0.24577 2.36454 5.24194
H 3.23543 -1.19183 -0.30769
H 5.27580 0.79411 2.35808
C 1.73325 5.78338 -1.89072
H 1.81883 6.78293 -2.32267
H 2.99887 0.32734 -4.98870
C -4.09264 -1.44268 -0.37499
H -2.81121 -2.02844 -4.29441
H 2.51386 5.15227 -2.31785
O -2.13413 -3.14542 -1.96051
H 3.52214 7.90711 0.28645
H -3.25712 -3.74454 -4.34250
C -0.49581 -1.49220 -2.11260
O -0.39728 -2.41790 -3.21830
H 1.03933 -0.71025 -3.93928
C 3.06315 -0.03085 -3.96673
C -1.95635 -4.03501 2.30687
H -1.85561 -0.20270 2.05216
H -4.17699 -3.54571 -0.82290
H -2.26210 -4.01849 0.19793
C 4.25641 0.08211 -3.27547
H 4.38940 6.52337 -0.38925
H -6.61853 -3.64617 -0.92812
H -0.49652 -0.47063 -2.50363
S -2.38411 4.57961 2.52579
C 1.07046 2.41175 3.30371
C 4.32128 -0.37026 -1.96105
C -4.87320 -0.30907 -0.16658
C 2.31602 2.49560 2.53947
O 0.63809 -0.64121 -0.16681
C -1.95085 -1.76315 -1.64609
C -2.27793 2.94654 2.98635
Ge 1.88534 5.93024 0.08670
C 1.62528 4.38905 1.19277
C -2.42146 -3.04379 -4.36275
H -0.41050 -5.00809 -2.38100
C -1.48041 -3.33546 -3.18458

The energy comes out at -4851.9656 Eh. Its largest force on an atom is 0.0226 hartree/bohr. The gap between HOMO and LUMO is 0.2081 hartree. Its total charge is -2. Its spin multiplicity is 1.

Atom charges from the Mulliken analysis, given in e for atoms 1 to 5: number 1, C, carries -0.587; number 2, C, carries -0.466; number 3, H, carries 0.394; number 4, N, carries -0.558; number 5, H, carries 0.464

***

2.
C43H47N4O | ωB97M-V/def2-TZVPD

CARTESIAN COORDINATES (ANGSTROEM)
C 2.82147 -1.72783 3.45960
H -4.78808 0.45619 5.94934
C 2.25169 7.67609 -2.15361
H -5.46010 4.40186 -0.18125
C -3.83131 0.21878 5.46406
C -5.15123 0.97397 3.47605
C -5.27344 1.42542 2.15180
H 5.52797 7.59103 0.79106
C -3.78694 5.51251 2.57953
H -3.96779 5.87552 3.59212
C 2.00243 0.64993 3.81693
H 5.68574 6.03277 -5.63118
C 3.86949 6.36590 -3.53369
H 3.78573 -2.17738 3.19263
H 4.83795 4.08936 0.52460
C 5.06850 5.25990 -1.26869
H 1.29950 7.14460 -2.01045
H 2.37097 8.39081 -1.33292
N 2.56569 6.93615 2.01393
C 5.62823 4.57934 -0.06315
H 3.38974 6.79780 -4.41312
H 6.32822 3.80060 -0.38702
C 4.04156 6.19658 -1.14303
H -6.83185 1.19172 0.67862
H 6.76225 1.18734 4.10495
C -3.32545 4.56674 -0.01049
C 3.81780 7.52226 2.18158
H 2.04411 7.10543 4.00634
H 0.78000 2.98155 5.32496
C 3.40689 6.73452 -2.26712
C -0.85857 4.78321 0.32427
H 3.77543 3.46787 4.49864
H 2.13405 -1.89086 2.62079
C -4.12814 1.53957 1.36982
C 1.54698 6.91811 3.04801
H 0.75936 -1.53332 5.12726
H -7.40408 1.64988 2.30411
H -5.88232 5.17919 2.15737
C -2.78685 0.68756 3.18310
C 5.43463 5.13137 -5.06223
H -3.12749 4.20356 -1.02320
C -4.62671 4.67449 0.46924
C 3.57823 2.41984 4.26105
C 4.64269 1.51613 4.18228
N 3.67797 6.62961 0.16520
H 4.10348 7.98581 3.11086
C -6.60611 1.79782 1.56829
C 2.46377 6.44395 0.76730
C 5.51710 4.92224 -2.55015
H -1.63601 5.77277 2.70792
C 6.05814 1.98962 4.35059
H 0.79904 7.70597 2.88142
N -1.51308 0.22801 3.55491
H -4.20086 1.85299 0.32816
H -1.22367 0.63297 0.63310
H -6.61858 2.85044 1.25047
C -3.90917 0.60865 4.01831
C 0.13045 -0.88490 4.54229
H 5.17312 -0.55893 3.92536
C 1.49264 5.45372 0.29908
H 6.17697 5.26837 0.59171
H -0.64564 4.02889 -0.44149
H -3.04513 0.76574 6.00261
C -2.48180 5.45010 2.09159
H 1.56209 4.02727 4.12950
C 3.04899 -0.28098 3.75473
C 4.51151 7.32989 1.04448
C -4.86295 5.12549 1.77336
H 0.30786 2.89395 3.61763
H -1.94633 -1.49764 4.83013
H -0.25489 1.52326 2.34491
H -6.04968 0.89997 4.09424
C 2.25107 2.01372 4.07303
H 6.26593 2.84809 3.69755
C 4.93631 5.47866 -3.69117
C -0.36321 0.75122 3.11816
C 1.16256 3.01728 4.29184
H -1.43688 2.48293 0.78109
C -1.64109 1.48541 1.17340
C 0.09949 5.69073 0.65437
N 0.66267 0.17395 3.77275
H 6.32854 4.50630 -5.00714
H 4.68062 4.59149 -5.64616
H 1.04074 5.94642 3.09240
H -3.67018 -0.85842 5.60180
C -2.22663 4.93018 0.80015
H 6.33876 4.21101 -2.64788
C 4.35798 0.16672 3.95674
C -1.19692 -0.85073 4.41270
H 2.16780 8.24776 -3.08681
H 6.25323 2.31191 5.38265
O 1.87330 4.44120 -0.33090
H 2.45321 -2.27980 4.33366
H -0.15061 6.65918 1.10971
C -2.84764 1.27035 1.89259

The energy comes out at -1960.6643 Eh. Its largest force on an atom is 0.0635 hartree/bohr. The gap between HOMO and LUMO is 0.1189 hartree. Its total charge is +1. Its spin multiplicity is 1.

Atom charges from the Mulliken analysis, given in e for atoms 1 to 5: number 1, C, carries -1.784; number 2, H, carries 0.397; number 3, C, carries -1.700; number 4, H, carries 0.436; number 5, C, carries -1.905

***

3.
C43H48BrN5O6OsP2 | ωB97M-V/def2-TZVPD

CARTESIAN COORDINATES (ANGSTROEM)
C -3.26060 -1.23146 3.56607
H -3.21429 -2.28011 3.29994
H -0.92158 -1.73190 -6.77157
C -1.11080 -0.58214 -3.59275
H -2.92212 -2.66681 -5.53035
C -3.86360 2.95198 0.18767
C 2.50292 -1.22410 5.75433
H 1.52330 -5.50405 0.37295
H 4.99752 -1.83435 0.93148
P -0.68725 -0.91008 2.51338
C 2.52721 4.80623 -0.86964
H -1.99725 -3.48959 -1.05031
H 2.57119 6.53322 -2.10170
H -5.39265 0.99307 4.96089
H 1.21893 -4.38074 2.86990
H -1.30887 -7.58841 -2.05957
C -2.74074 4.42968 -1.32494
C 0.58692 -1.06688 3.75884
H 2.47384 5.56459 -0.09101
H 1.60874 4.21707 -0.82031
C -0.20799 -4.38175 -0.24038
C -2.77281 3.22974 -0.62779
H -3.46079 2.48858 4.59925
H 0.11436 -0.51858 -6.00554
H 1.70466 3.33921 -4.37065
C 3.77189 3.93602 -0.68355
C -2.54302 0.04458 -5.47802
O -1.85979 1.06442 -0.36729
N 2.51297 5.52925 -2.14885
H 4.65532 2.40954 0.47383
H 0.12050 -2.18402 -5.41020
C 2.03790 -3.80840 2.44866
H -1.90285 -3.09792 -4.14500
C 1.27424 -1.85018 5.92599
H -1.95804 -2.55039 1.31169
C -1.79355 -5.54703 -1.62089
C -2.50952 -2.30680 -4.58729
H 1.42936 5.49183 -5.18134
H -5.25160 -1.39004 4.34314
H 3.09444 0.77083 0.69400
C -0.98706 -2.54280 1.81383
N 1.67385 5.84268 -4.27156
H 1.63841 6.83799 -4.13725
C -4.41235 -0.73326 4.15933
C -3.40453 1.45088 4.29926
H 3.24540 -1.27122 6.53979
H 0.94332 2.65868 0.10939
C -0.64632 -0.19288 -2.53316
C 0.18581 -6.67568 -0.82881
H -0.65182 -2.24383 5.07332
H 4.07985 3.52766 -1.64159
C 2.70248 1.03081 -1.34788
C -1.67660 2.25331 -0.76401
H 2.73472 -1.66834 -0.09654
C 1.84244 -2.99713 1.32999
Br -6.37444 3.59034 1.34731
N -3.71429 5.32946 -1.25443
H -1.40648 1.61365 3.53881
H -0.96377 -3.31248 2.58705
H -1.95920 0.94493 -5.67062
H -2.95460 -0.30899 -6.42425
C 2.78021 -0.52980 4.58528
H 2.53896 3.03730 -2.90948
C 4.16278 -2.37338 1.36073
C -2.25474 0.96042 3.70794
C 2.73593 1.59598 0.07180
C 0.31365 -1.76952 4.93247
H -1.90270 4.66583 -1.96980
H 1.11055 1.61502 1.38278
C -0.50796 -1.39415 -5.82058
P 0.25932 -2.85179 0.53223
H -5.54136 5.81543 -0.43863
O -0.55285 2.55586 -1.25960
C 0.59041 -5.52062 -0.17502
H 3.74104 -0.04951 4.45564
C 3.29366 -3.88934 3.02347
Os 0.00690 0.25870 -0.79940
H -2.71062 -5.56097 -2.19427
H 4.59550 4.56278 -0.33723
C -1.00012 -6.68747 -1.54648
C 3.64538 2.80039 0.34189
N 1.31318 1.76140 0.40048
N 2.04615 3.70745 -3.49846
O 0.22911 -1.73939 -0.49670
C -4.48804 0.60515 4.51225
H 0.80341 -7.56242 -0.78944
O -0.27196 0.04548 1.41795
C -1.66128 -1.05433 -4.86472
C 4.35397 -3.17289 2.47850
C 2.90491 -2.28030 0.78128
H -3.36839 0.29750 -4.81268
H -3.33500 -2.07654 -3.91303
H 3.45358 -4.51587 3.89054
H 1.06643 -2.39141 6.83901
C -4.75974 5.06654 -0.47621
H 2.03042 0.07319 2.66258
C -4.86786 3.89216 0.26265
O 3.29738 1.52003 -2.28769
C -1.39951 -4.39125 -0.97324
C 1.82129 -0.44949 3.58698
H -3.91148 2.02367 0.74097
H 3.34083 3.20951 1.31147
C 2.08712 5.01635 -3.30563
C -2.18478 -0.38179 3.32392
O 1.91702 -0.00167 -1.41771
H 5.33794 -3.25014 2.92213

The energy comes out at -5739.6201 Eh. Its largest force on an atom is 0.0548 hartree/bohr. The gap between HOMO and LUMO (alpha / beta) is 0.2548 / 0.2538 hartree. Its total charge is +2. Its spin multiplicity is 1.

Atom charges from the Mulliken analysis, given in e for atoms 1 to 5: number 1, C, carries -0.232; number 2, H, carries 0.419; number 3, H, carries 0.431; number 4, C, carries -0.745; number 5, H, carries 0.436

***

4.
C43H49Br6N8O7 | ωB97M-V/def2-TZVPD

CARTESIAN COORDINATES (ANGSTROEM)
H 2.35752 -1.86653 0.83364
H 1.07982 -4.90628 -0.64101
H 3.21187 4.76833 2.72958
H 0.52159 2.39995 1.90524
C -2.28819 -0.44336 3.32063
H 2.74142 0.40648 1.79359
C -1.44228 3.22754 4.49851
N 1.70310 4.44306 -2.28395
Br -4.80312 -3.52410 0.34776
H -3.17948 -1.11002 1.50080
H -1.01759 -0.46248 0.15366
H 3.46668 -0.35933 -2.75256
O 1.31009 -1.67133 -0.76461
N 1.30790 1.85812 -5.36084
H -0.87917 -3.10381 -3.85412
C 3.58619 -2.12086 3.75366
C -2.07935 -4.52664 2.04591
C -3.35776 3.29787 -3.73316
H 0.53816 -2.78813 -1.71335
H -0.15756 0.31705 -5.37717
H 2.54945 -4.24980 -4.00452
C 2.99230 -0.48945 2.33660
H 2.45807 2.43403 -0.80497
C -4.83674 -0.64737 4.41219
H 2.11708 2.24814 -8.50267
O 1.80890 3.37563 -2.85429
N -2.66499 3.95499 4.79502
C -0.10176 0.11798 0.03483
O 1.11786 5.37797 -2.76649
H -1.88736 -4.06474 4.21752
H 2.63390 6.84716 1.46235
C -4.86967 -2.23985 -1.11426
H 3.78826 0.02790 4.31634
H 1.78129 0.30190 -1.01752
H 1.34850 2.10392 -4.39057
C -0.66007 2.78235 5.53661
Br -1.59545 3.00904 -2.96422
H 1.14983 1.84455 6.13701
C 3.39463 -1.19332 -3.43435
H 0.10502 -2.49946 0.83535
C 2.54757 3.37320 -0.27455
H 2.86362 3.09555 -6.03878
C 3.02585 -2.45722 -5.21382
C 0.77178 0.87999 -7.30175
C 2.18279 4.53808 -0.91445
H -0.97523 2.91075 6.56592
C 0.18870 2.44686 2.93097
Br -3.36524 2.57849 -5.51517
C -0.64094 -2.95862 2.78823
H 2.79880 -2.76412 -6.22567
C -3.33463 -0.94436 2.56188
H -5.39333 -1.46476 2.49493
C 0.90273 -0.37101 -0.99873
H 1.92235 1.50439 3.79784
C 2.60670 5.86821 1.00902
H -0.46307 1.13324 -0.21595
C 0.21230 -0.30614 -2.36397
N -4.05617 0.45997 6.43943
H 3.54718 -0.27894 -5.40621
N 3.02647 -2.41922 -3.00905
C 0.25902 -5.89858 -2.49448
C 0.98082 2.01361 3.97445
Br -3.09390 -1.80134 -1.77902
C 3.44691 -1.16676 -4.80669
C -0.35278 -3.89683 -3.35293
H 0.36916 0.23809 1.02000
C 2.92963 3.46514 1.05887
C 3.20594 -2.69866 2.56673
C 0.57071 2.19251 5.29538
H -0.80818 -5.72186 -4.45687
C 2.05170 2.46245 -6.35751
H -0.71719 -0.88168 -2.26259
C 2.16718 5.76980 -0.29861
O -3.40028 4.19856 3.86564
H -1.73688 0.32585 5.26414
H -4.05674 2.75721 -3.11697
N 0.36022 -3.69396 -2.19925
C 0.69199 -4.89791 -1.64864
H 3.16074 2.57470 1.62583
O -5.17332 0.41014 6.86293
H -1.59710 3.52752 2.40064
H 2.87216 -2.65727 -2.04383
N 2.85934 -1.69113 1.71182
H -2.82922 -5.29602 1.97764
C -2.50784 -0.10956 4.64063
C -1.42703 -3.97190 0.97107
H -0.05593 0.73442 -2.56315
H 3.92496 -2.67474 4.61459
C -0.36986 -5.25771 -3.58527
H -1.27753 -0.42462 2.93718
C 3.47129 -0.72147 3.60811
H -5.48529 -2.63065 -1.90594
H 0.04594 -2.37378 3.37685
H 0.28575 0.22072 -7.99811
H -1.63793 -4.03994 -0.08270
H 0.43283 -6.94500 -2.30989
H 3.04347 -3.71380 2.24857
C -1.58174 -3.87145 3.20014
N -0.57446 -3.01847 1.42414
Br -5.70154 -0.61159 -0.46315
Br -3.74969 5.18896 -3.85195
C 2.93441 -3.25011 -4.10864
O -2.82957 4.33847 5.92091
C -4.60320 -1.06605 3.11691
C 2.95517 4.69543 1.67775
H 0.75018 -0.70594 -3.22433
C 1.68333 1.94519 -7.56158
O -3.14045 0.97487 7.01830
C -3.79035 -0.14641 5.16427
C -1.00931 3.08533 3.19665
C 0.45423 0.97640 -5.97466
H 1.83331 6.65159 -0.82852
H -5.85017 -0.61320 4.79289

The energy comes out at -18076.4936 Eh. Its largest force on an atom is 0.0349 hartree/bohr. The gap between HOMO and LUMO is 0.2257 hartree. Its total charge is -1. Its spin multiplicity is 1.

Atom charges from the Mulliken analysis, given in e for atoms 1 to 5: number 1, H, carries 0.152; number 2, H, carries 0.427; number 3, H, carries 0.401; number 4, H, carries 0.354; number 5, C, carries 0.211

***

ΔE to the lowest compared entry with this formula, charge and spin across the listed records, respectively: 81.95, 83.57, 139.36, 0.00 kJ/mol.